# C5H10ClN2

C5H10ClN2 as an isolated structure at a distorted geometry (wB97M-V/def2-TZVPD, the OMol25 dataset).

```
18
Properties=species:S:1:pos:R:3:forces:R:3:lowdin_charge:R:1
C 0.9822 0.8358 0.9477 -0.9 0.5 -0.8 0.086
C 0.7962 1.1909 -0.4440 2.2 0.0 -1.6 -0.110
C -0.9777 0.2053 0.1608 -3.2 -1.6 3.2 -0.691
C -0.0225 -1.3218 -2.6097 2.0 0.2 0.4 -0.100
C -0.5871 0.0232 2.7152 3.7 0.0 -0.6 0.068
N -0.4515 0.6604 -0.8490 0.3 3.2 -1.5 0.028
N -0.1387 0.3244 1.3001 -0.9 -1.3 2.2 -0.028
Cl -2.4770 -0.6985 0.2127 1.6 1.0 0.1 0.817
H 1.7919 1.0503 1.5849 0.8 0.1 0.8 0.160
H 1.0198 2.2097 -0.7199 -0.8 1.2 0.5 0.170
H 1.6056 0.8769 -1.1194 0.0 -1.0 0.2 0.175
H 1.1447 -1.5275 -2.5799 -2.2 0.4 -0.1 0.020
H -0.2255 -0.9130 -3.7294 0.0 -0.9 3.0 0.061
H -0.4865 -2.3433 -2.3426 0.4 1.8 -0.7 0.014
H 0.2807 -0.5144 3.2071 -0.9 0.8 -0.5 0.135
H -1.3524 -0.6897 2.6773 -1.6 -0.3 0.1 0.053
H -0.6931 1.0147 3.1338 -0.8 -0.3 0.6 0.115
H -0.2091 -0.3832 -1.5456 0.4 -3.8 -5.1 0.026
```
Forces are in eV/Å.

Properties
- total charge = +1
- LUMO (spin up / spin down) (eV) = -5.5 / -5.5
- E (eV) = -20838.52202
- orbital gap (spin up / spin down) (eV) = 7.06 / 7.06